Entry 1:
This record from the Open Molecules 2025 dataset describes a structure of composition C11H13Br9F6O4. The level of theory is ωB97M-V with the def2-TZVPD basis set.

Summary:
E_HOMO ... -10.064 eV
Orbital gap ... 9.943 eV
ΔE to the lowest compared entry with this formula, charge and spin ... 0.000 eV
E ... -666495.141 eV
2S+1 ... 1

Cartesian coordinates (Å):
C 3.51 4.69 -0.74
Br 3.16 4.23 1.11
Br 5.22 3.95 -1.19
Br 3.48 6.59 -1.03
H 2.70 4.27 -1.32
C 1.25 0.54 -1.20
Br 0.59 2.35 -1.08
Br 2.75 0.30 -0.03
Br 1.71 0.10 -2.99
H 0.45 -0.09 -0.86
C -3.14 -1.29 -1.02
Br -3.15 0.02 -2.40
Br -3.46 -3.05 -1.75
Br -4.45 -0.86 0.34
H -2.21 -1.36 -0.49
C -2.88 3.01 -0.01
C -2.12 3.37 1.25
O -1.57 2.16 1.81
C -0.52 2.28 2.58
O 0.05 3.28 2.90
C -0.06 0.89 3.07
F -0.04 0.01 2.05
F 1.17 0.95 3.58
F -0.87 0.40 4.01
H -3.43 2.08 0.09
H -2.20 2.86 -0.85
H -3.61 3.79 -0.24
H -2.76 3.83 2.01
H -1.33 4.08 1.01
C 0.78 -4.41 1.46
C 1.63 -3.59 0.50
O 1.42 -4.00 -0.86
C 0.54 -3.31 -1.56
O -0.09 -2.36 -1.21
C 0.45 -3.82 -3.03
F 1.51 -4.56 -3.38
F -0.65 -4.58 -3.17
F 0.36 -2.78 -3.86
H 1.13 -5.43 1.56
H -0.27 -4.36 1.15
H 0.81 -3.97 2.46
H 2.69 -3.67 0.69
H 1.41 -2.53 0.65

=====

Entry 2:
This record from the Open Molecules 2025 dataset describes an isolated molecule of C13H8ClNO3. The level of theory is ωB97M-V with the def2-TZVPD basis set.

Summary:
E_HOMO ... -7.803 eV
Orbital gap ... 7.761 eV
ΔE to the lowest compared entry with this formula, charge and spin ... 0.000 eV
E ... -33765.275 eV
2S+1 ... 1

Cartesian coordinates (Å):
O -0.53 -2.06 5.41
C 0.23 -1.25 4.90
O 1.24 -0.67 5.62
C 0.03 -0.83 3.50
C -0.67 -1.56 2.56
C -0.57 -0.78 1.34
O -0.81 -0.91 0.01
C -0.17 0.19 -0.59
C -0.10 0.39 -2.01
C 0.40 1.57 -2.56
C 0.35 1.72 -3.95
C -0.24 0.76 -4.77
Cl -0.40 1.08 -6.44
C -0.67 -0.44 -4.24
C -0.62 -0.61 -2.85
C 0.46 0.98 0.39
C 0.14 0.30 1.57
N 0.50 0.35 2.91
H 1.10 -0.96 6.52
H -1.24 -2.46 2.65
H 0.80 2.36 -1.92
H 0.68 2.65 -4.38
H -1.13 -1.17 -4.88
H -1.01 -1.50 -2.41
H 1.11 1.83 0.32
H 1.15 1.03 3.31

=====

Entry 3:
This record from the Open Molecules 2025 dataset describes a cluster of 2 separate species, C6H11NO2 in total. The level of theory is ωB97M-V with the def2-TZVPD basis set.

Summary:
E_HOMO ... -8.335 eV
Orbital gap ... 9.219 eV
ΔE to the lowest compared entry with this formula, charge and spin ... 2.687 eV
E ... -11983.582 eV
2S+1 ... 1

Cartesian coordinates (Å):
C -1.44 1.35 -0.93
C -1.43 0.33 0.17
O -1.32 0.59 1.34
C -1.59 -1.11 -0.27
O -1.30 -1.99 0.79
H -1.65 2.34 -0.53
H -2.16 1.08 -1.70
H -0.45 1.35 -1.38
H -0.92 -1.33 -1.10
H -2.62 -1.26 -0.60
H -1.26 -1.43 1.59
C 1.97 1.73 0.59
C 1.83 0.32 0.27
C 1.72 -0.85 0.05
N 1.54 -2.14 -0.30
H 2.84 1.89 1.22
H 2.08 2.33 -0.32
H 1.08 2.07 1.13
H 2.37 -2.71 -0.16
H 0.73 -2.55 0.15

=====

Entry 4:
This record from the Open Molecules 2025 dataset describes a structure of composition C14H42CuO7S7. The level of theory is ωB97M-V with the def2-TZVPD basis set.

Summary:
E_HOMO (spin up / spin down) ... -13.717 / -13.712 eV
Orbital gap (spin up / spin down) ... 9.877 / 7.517 eV
ΔE to the lowest compared entry with this formula, charge and spin ... 0.000 eV
E ... -149999.273 eV
Total charge ... +2
2S+1 ... 2

Cartesian coordinates (Å):
Cu -0.33 -0.09 0.01
C -1.13 -3.92 0.54
S -2.50 -2.78 0.82
O -2.01 -1.52 0.10
C -3.66 -3.59 -0.37
H -0.87 -4.01 -0.51
H -1.47 -4.91 0.87
H -0.25 -3.68 1.13
H -4.11 -2.72 -0.85
H -4.41 -4.07 0.26
H -3.18 -4.32 -1.01
C 0.40 3.40 -2.58
S -0.78 3.12 -1.23
O -0.94 1.63 -1.20
C -2.26 3.71 -2.05
H 0.51 4.47 -2.74
H 0.00 3.02 -3.52
H 1.33 2.90 -2.35
H -2.15 4.79 -2.11
H -3.20 3.50 -1.54
H -2.43 3.18 -2.99
C 2.01 -3.84 -1.51
S 2.67 -2.15 -1.32
O 1.63 -1.32 -0.58
C 3.97 -2.52 -0.10
H 2.01 -4.38 -0.57
H 2.63 -4.41 -2.21
H 1.03 -3.83 -2.00
H 4.51 -1.59 0.07
H 4.64 -3.21 -0.61
H 3.59 -2.90 0.84
C 0.31 -2.26 4.13
S 1.29 -1.76 2.70
O 0.26 -1.19 1.75
C 2.22 -0.44 3.55
H 0.94 -2.55 4.98
H -0.27 -3.14 3.86
H -0.39 -1.50 4.46
H 1.53 0.23 4.05
H 3.00 0.01 2.95
H 2.75 -0.98 4.34
C 2.13 3.64 0.93
S 2.42 1.87 0.94
O 1.29 1.22 0.16
C 3.75 1.83 -0.27
H 1.26 3.73 1.57
H 2.00 4.11 -0.04
H 2.99 4.14 1.38
H 4.12 0.81 -0.38
H 4.59 2.50 -0.11
H 3.31 2.06 -1.24
C -2.51 3.67 1.84
S -2.36 1.93 2.29
O -1.18 1.26 1.58
C -1.78 2.13 3.98
H -2.88 3.77 0.83
H -1.55 4.20 1.84
H -3.13 4.18 2.58
H -2.22 3.02 4.45
H -0.70 2.27 3.98
H -2.08 1.28 4.58
C -0.28 -1.18 -4.54
S -1.33 -1.56 -3.11
O -0.60 -0.96 -1.95
C -2.75 -0.50 -3.56
H 0.76 -1.39 -4.27
H -0.35 -0.11 -4.68
H -0.51 -1.79 -5.41
H -3.61 -0.49 -2.87
H -3.20 -0.58 -4.55
H -2.51 0.56 -3.38

=====

Entry 5:
This record from the Open Molecules 2025 dataset describes the ion C26H29N2O2 with charge +1. The level of theory is ωB97M-V with the def2-TZVPD basis set.

Summary:
E_HOMO ... -10.672 eV
Orbital gap ... 7.359 eV
ΔE to the lowest compared entry with this formula, charge and spin ... 3.915 eV
E ... -34499.208 eV
Total charge ... +1
2S+1 ... 1

Cartesian coordinates (Å):
C -2.94 4.93 4.40
O -2.22 3.77 4.92
C -1.48 3.04 4.04
C -0.88 1.87 4.57
C -0.26 0.97 3.72
C -0.26 1.14 2.31
C -0.04 -0.11 1.43
C -1.21 -1.41 1.44
C -1.36 -2.84 0.95
N -1.92 -3.33 -0.18
C -2.86 -2.65 -1.02
C -1.52 -4.71 -0.46
C -0.58 -5.02 0.66
N -0.76 -3.88 1.56
C -0.06 -3.76 2.80
C 0.48 0.12 0.02
C 1.59 -0.60 -0.42
C 1.91 -0.68 -1.74
C 1.19 0.09 -2.67
O 1.50 0.00 -4.04
C 2.39 1.01 -4.50
C 3.68 0.59 -4.85
C 4.61 1.57 -5.25
C 4.24 2.90 -5.34
C 2.94 3.29 -5.04
C 1.98 2.35 -4.60
C 0.19 0.98 -2.22
C -0.19 0.94 -0.89
C -0.55 2.46 1.86
C -1.26 3.35 2.69
H -3.45 5.37 5.29
H -2.27 5.70 3.97
H -3.70 4.64 3.66
H -0.98 1.64 5.62
H 0.18 0.05 4.13
H 0.76 -0.69 2.00
H -2.11 -0.88 1.01
H -1.49 -1.49 2.57
H -2.74 -1.56 -0.92
H -2.73 -2.91 -2.09
H -3.91 -2.94 -0.77
H -1.03 -4.82 -1.44
H -2.38 -5.37 -0.48
H 0.45 -5.13 0.32
H -0.86 -5.94 1.19
H -0.69 -3.22 3.53
H 0.20 -4.76 3.17
H 0.89 -3.19 2.70
H 2.17 -1.18 0.30
H 2.67 -1.36 -2.11
H 3.90 -0.46 -4.80
H 5.61 1.24 -5.47
H 4.98 3.66 -5.65
H 2.63 4.34 -5.13
H 0.96 2.64 -4.36
H -0.32 1.59 -2.98
H -1.08 1.53 -0.58
H -0.32 2.84 0.85
H -1.70 4.26 2.31

=====

Entry 6:
This record from the Open Molecules 2025 dataset describes a structure of composition C41H51NO8P4S4W. The level of theory is ωB97M-V with the def2-TZVPD basis set.

Summary:
E_HOMO ... -7.298 eV
Orbital gap ... 6.543 eV
ΔE to the lowest compared entry with this formula, charge and spin ... 0.000 eV
E ... -143544.192 eV
2S+1 ... 1

Cartesian coordinates (Å):
W 1.05 -0.10 0.31
S -3.07 2.47 1.80
P -0.84 0.07 2.16
C 0.45 -1.06 1.87
P 1.41 -2.32 1.28
S 3.34 -0.24 -0.02
C 2.81 -2.81 2.30
C 4.04 -3.11 1.72
C 5.09 -3.54 2.51
C 4.92 -3.66 3.88
C 3.70 -3.36 4.47
C 2.64 -2.94 3.68
C 0.51 -3.84 0.91
C -0.87 -3.88 1.04
C -1.56 -5.06 0.75
C -0.86 -6.19 0.35
C 0.53 -6.14 0.23
C 1.21 -4.98 0.51
C -2.34 -0.92 2.41
C -2.51 -1.66 3.58
C -3.59 -2.51 3.71
C -4.52 -2.63 2.68
C -4.36 -1.88 1.52
C -3.27 -1.03 1.39
C -0.46 0.85 3.75
C -1.48 1.41 4.52
C -1.18 2.02 5.73
C 0.13 2.07 6.18
C 1.14 1.49 5.43
C 0.85 0.87 4.23
H 4.17 -2.99 0.65
H 6.05 -3.76 2.06
H 5.75 -3.99 4.50
H 3.57 -3.46 5.54
H 1.68 -2.70 4.13
H -1.42 -3.00 1.35
H -2.63 -5.08 0.86
H -1.39 -7.10 0.13
H 1.07 -7.03 -0.08
H 2.29 -4.94 0.42
H -1.78 -1.57 4.38
H -3.72 -3.09 4.62
H -5.36 -3.29 2.79
H -5.09 -1.94 0.72
H -3.15 -0.44 0.50
H -2.50 1.37 4.17
H -1.98 2.46 6.31
H 0.36 2.55 7.12
H 2.17 1.51 5.79
H 1.65 0.43 3.64
N 3.52 3.09 -0.39
C 2.15 3.61 -0.26
C 2.06 5.13 -0.38
P 1.53 3.09 1.38
O 2.77 3.55 2.31
O 0.26 3.72 1.77
O 1.61 1.54 1.42
P 1.08 2.83 -1.55
O 2.16 2.48 -2.71
O 0.06 3.75 -2.08
O 0.60 1.48 -1.00
H 4.10 3.54 0.32
H 3.89 3.32 -1.30
H 3.58 1.08 -0.23
H 2.69 5.61 0.37
H 1.03 5.47 -0.25
H 2.40 5.45 -1.37
H 2.42 4.01 3.09
H 1.89 2.94 -3.51
C -5.90 3.27 0.09
C -5.16 2.04 -0.39
S -3.36 2.07 -0.11
O -4.29 -0.45 -2.03
C -2.90 3.59 -0.98
C -3.03 3.43 -2.49
H -6.97 3.07 0.10
H -5.73 4.12 -0.57
H -5.58 3.54 1.10
H -5.28 1.83 -1.45
H -5.46 1.14 0.14
H -1.87 3.75 -0.69
H -3.51 4.39 -0.57
H -2.38 2.64 -2.84
H -2.71 4.35 -2.97
H -4.06 3.23 -2.79
O 0.35 -1.06 -1.21
S -2.88 -0.95 -2.08
C -2.45 -1.10 -3.84
C -3.29 -2.25 -4.35
C -3.05 -3.39 -3.35
C -3.02 -2.77 -1.95
H -1.38 -1.31 -3.88
H -2.65 -0.13 -4.30
H -3.01 -2.54 -5.36
H -4.34 -1.96 -4.36
H -2.09 -3.85 -3.57
H -3.81 -4.16 -3.43
H -2.20 -3.13 -1.33
H -3.95 -2.91 -1.39
C 1.75 -3.02 -4.57
C 1.06 -3.72 -3.60
C 0.59 -3.08 -2.46
C 0.83 -1.73 -2.28
C 1.53 -1.02 -3.25
C 1.99 -1.66 -4.39
H 2.11 -3.52 -5.46
H 0.87 -4.78 -3.72
H 0.04 -3.63 -1.70
H 1.71 0.04 -3.09
H 2.54 -1.10 -5.13

=====

Entry 7:
This record from the Open Molecules 2025 dataset describes an isolated molecule of C2H2F2S2. The level of theory is ωB97M-V with the def2-TZVPD basis set.

Summary:
E_HOMO ... -9.362 eV
Orbital gap ... 8.426 eV
ΔE to the lowest compared entry with this formula, charge and spin ... 0.271 eV
E ... -29210.979 eV
2S+1 ... 1

Cartesian coordinates (Å):
F 1.09 1.00 1.05
C 0.01 1.00 0.18
F 0.43 1.52 -0.98
C -0.36 -0.40 0.02
S -1.44 -1.17 0.93
S 0.76 -1.19 -1.01
H -0.72 1.72 0.54
H 0.24 -2.48 -0.73

=====

Entry 8:
This record from the Open Molecules 2025 dataset describes a cluster of 7 separate species, C42H29FO24 in total. The level of theory is ωB97M-V with the def2-TZVPD basis set.

Summary:
E_HOMO ... -9.336 eV
Orbital gap ... 7.245 eV
ΔE to the lowest compared entry with this formula, charge and spin ... 0.000 eV
E ... -95876.552 eV
2S+1 ... 1

Cartesian coordinates (Å):
O -1.24 3.42 -1.48
C -1.64 2.86 -0.47
C -1.01 3.06 0.79
C -1.33 2.20 1.74
O -0.87 2.34 2.96
C -2.41 1.13 1.54
O -2.73 0.46 2.52
C -3.22 1.09 0.37
C -2.83 1.92 -0.61
O -3.46 2.05 -1.78
H -0.25 3.84 0.73
H -1.42 1.74 3.49
H -4.04 0.33 0.46
H -2.88 2.66 -2.28
O -6.52 -1.10 -1.24
C -5.80 -1.03 -2.21
C -4.41 -1.54 -2.26
C -3.68 -1.19 -3.29
O -2.39 -1.55 -3.38
C -4.11 -0.29 -4.42
O -3.19 0.03 -5.13
C -5.41 0.33 -4.39
C -6.15 -0.06 -3.30
O -7.34 0.55 -3.16
H -3.96 -2.02 -1.40
H -2.04 -1.00 -4.18
H -5.65 1.06 -5.13
H -7.69 0.10 -2.32
O 3.92 4.37 2.54
C 4.29 4.54 1.37
C 5.42 3.86 0.77
C 5.59 4.16 -0.55
O 6.52 3.62 -1.30
C 4.91 5.32 -1.32
O 5.19 5.32 -2.49
C 3.99 6.17 -0.61
C 3.63 5.69 0.61
O 2.65 6.44 1.22
H 5.96 3.11 1.36
H 6.42 4.06 -2.17
H 3.58 7.09 -1.07
H 2.63 6.03 2.16
O -2.45 -2.13 0.43
C -2.99 -2.95 1.18
C -4.20 -3.69 0.90
C -4.70 -4.44 1.87
O -5.72 -5.20 1.64
C -4.22 -4.40 3.27
O -4.95 -5.00 4.08
C -2.92 -3.83 3.56
C -2.27 -3.22 2.55
O -1.18 -2.58 2.64
H -4.62 -3.73 -0.07
H -6.13 -5.56 2.43
H -2.68 -3.73 4.66
H -1.10 -1.97 1.87
O 3.46 -3.61 0.91
C 2.92 -3.65 -0.15
C 1.52 -3.92 -0.41
C 1.11 -3.78 -1.69
O -0.20 -3.92 -2.07
C 1.96 -3.37 -2.93
O 1.34 -3.37 -3.95
C 3.40 -3.09 -2.66
C 3.77 -3.20 -1.34
O 5.02 -2.94 -1.00
H 0.78 -4.13 0.45
H -0.12 -3.76 -3.04
H 3.98 -2.71 -3.43
H 5.05 -3.12 -0.02
O 3.87 -0.70 1.78
C 3.04 -0.28 2.52
C 3.14 1.13 2.94
C 2.38 1.54 3.91
O 2.45 2.78 4.35
C 1.29 0.64 4.55
O 0.54 1.06 5.39
C 1.24 -0.74 4.14
C 2.02 -1.18 3.18
O 1.96 -2.43 2.70
H 3.89 1.72 2.46
H 3.27 3.22 4.00
H 0.59 -1.48 4.69
H 2.65 -2.66 2.10
F 0.15 -0.10 0.55
C 0.78 0.28 -0.64
C 1.65 1.29 -0.61
C 2.42 1.58 -1.74
C 2.16 0.94 -2.91
C 1.12 -0.03 -2.94
C 0.42 -0.41 -1.78
H 1.76 1.87 0.29
H 3.15 2.34 -1.69
H 2.71 1.10 -3.86
H 0.86 -0.50 -3.90
H -0.47 -1.11 -1.84

=====

Computed values of F_max (unit: eV/Å) for the preceding records, in sequence: 1.08 4.36 0.53 2.09 4.60 1.63 2.26 4.09.